This record from the OMol25 dataset describes C14H18CoF5N5O13P2 as an isolated structure. The level of theory is ωB97M-V with the def2-TZVPD basis set.

Values from the calculation:
LUMO energy (alpha / beta) = 3.141 / 3.141 eV
HOMO energy (alpha / beta) = -2.985 / -3.102 eV
Frontier orbital gap (alpha / beta) = 6.13 / 6.24 eV
ΔE to the lowest compared entry with this formula, charge and spin = 3.95 kcal per mole

```
! RIJCOSX wB97M-V def2-TZVPD def2/J DEFGRID3
* xyz -2 2
Co 0.196 0.212 0.552
P 0.949 2.957 -0.744
P 1.483 2.875 2.071
F -1.893 -2.304 3.305
F 0.352 -1.003 3.092
F -2.554 -1.813 1.314
F 0.076 -2.459 1.466
F -2.305 -0.246 2.795
O -1.676 0.573 0.013
O 1.928 3.185 0.533
O 0.928 4.329 2.534
O -4.169 -2.710 -4.711
O -6.327 2.044 -0.111
O -1.023 -1.076 -1.349
O 1.427 3.774 -1.872
O -7.696 1.208 -1.542
O -6.209 -2.035 -4.716
O 0.322 1.918 2.019
O 2.696 2.554 2.860
O 0.776 1.462 -0.910
O -0.472 3.546 -0.200
N -6.592 1.304 -1.033
N -5.070 -2.019 -4.283
N 4.316 -0.709 1.572
N 3.340 -1.344 -0.456
N 2.071 -0.157 1.078
C -0.312 -1.173 1.873
C 3.173 -0.707 0.740
C -5.508 0.464 -1.582
C -4.249 0.525 -1.009
C 4.053 -0.444 2.985
C 4.315 -2.387 -0.646
C -1.767 -1.375 2.320
C -3.505 -1.116 -2.602
C -4.780 -1.131 -3.140
C 5.375 0.158 1.057
C -3.239 -0.277 -1.528
C 2.347 -1.216 -1.506
C -1.845 -0.265 -0.918
C -5.813 -0.354 -2.652
H 2.857 -1.246 -2.473
H 4.952 -0.706 3.548
H 5.533 -0.033 -0.004
H 1.613 -2.028 -1.465
H 1.826 -0.265 -1.428
H 6.304 -0.055 1.591
H -6.800 -0.384 -3.080
H -2.710 -1.738 -2.986
H 5.119 1.216 1.192
H 5.044 -2.121 -1.422
H 3.813 -3.308 -0.967
H 2.160 0.370 1.942
H 0.208 4.562 1.931
H -4.030 1.171 -0.171
H 3.230 -1.073 3.325
H 3.801 0.605 3.179
H 4.845 -2.580 0.282
H -0.881 2.844 0.336
*
```

---

This record from the OMol25 dataset describes a 2-piece molecular cluster, C4H10N3O2 overall. The level of theory is ωB97M-V with the def2-TZVPD basis set.

Values from the calculation:
LUMO energy = -3.296 eV
HOMO energy = -11.837 eV
Frontier orbital gap = 8.54 eV
ΔE to the lowest compared entry with this formula, charge and spin = 56.26 kcal per mole

```
! RIJCOSX wB97M-V def2-TZVPD def2/J DEFGRID3
* xyz 1 1
O 1.083 -1.364 -1.048
O -1.195 -0.099 -1.442
N -2.430 1.293 -0.201
N 2.896 -0.735 0.369
N 0.877 1.975 0.182
C 1.191 0.804 -0.014
C -1.622 0.259 -0.322
C 1.728 -0.361 -0.338
C -1.288 -0.468 0.976
H -1.407 0.184 1.751
H 3.732 -0.271 -0.016
H -0.458 -0.722 -1.223
H -2.860 1.548 0.682
H 2.937 -1.778 0.314
H 1.806 -1.977 -1.308
H 0.185 2.120 0.973
H -2.135 -1.172 0.963
H -0.395 -1.029 0.751
H -2.646 1.792 -1.051
*
```

---

This record from the OMol25 dataset describes a 4-piece molecular cluster, C55H41N2O6P overall. The level of theory is ωB97M-V with the def2-TZVPD basis set.

Values from the calculation:
LUMO energy = -1.144 eV
HOMO energy = -7.964 eV
Frontier orbital gap = 6.82 eV
ΔE to the lowest compared entry with this formula, charge and spin = 0.00 kcal per mole
SMILES string = O=C1c2ccccc2C(=O)c2ccccc21.O=C1c2ccccc2C(=O)c2ccccc21.O=C1c2ccccc2C(=O)c2ccccc21.c1ccc(PCCCCn2cccc2)nc1

```
! RIJCOSX wB97M-V def2-TZVPD def2/J DEFGRID3
* xyz 0 1
P 2.144 -8.304 -8.740
O 2.739 0.641 2.668
O -0.266 -2.509 -2.600
O -4.574 0.651 -2.929
O 0.361 6.336 8.669
O -1.409 3.974 2.058
O -1.976 10.515 11.066
N 1.290 -8.522 -11.266
N 3.188 -5.571 -3.682
C 3.009 -7.365 -5.375
C 1.481 2.421 3.565
C -0.934 9.517 6.287
C -0.768 -1.280 -5.053
C -2.174 -1.649 -1.518
C -0.141 7.297 9.215
C -1.902 -2.327 -0.338
C -1.262 -1.818 -2.681
C -1.579 10.583 6.906
C 0.916 4.316 5.515
C 0.834 -8.507 -10.006
C -0.979 -8.785 -12.042
C -2.735 -0.311 -4.044
C -0.525 -8.618 -9.719
C -3.829 -1.313 0.685
C -0.634 8.457 8.421
C 2.495 -4.452 -3.331
C 1.819 1.417 2.517
C 4.696 -3.979 -3.393
C -0.453 3.238 2.184
C -0.872 2.191 -0.028
C -1.082 -0.658 -6.249
C 2.602 -6.873 -3.985
C 0.409 3.301 3.398
C -3.619 -0.093 -2.863
C -0.101 2.249 1.126
C 1.258 -7.886 -7.183
C -1.265 9.536 9.044
C -2.225 0.129 -6.348
C -0.543 1.299 -1.033
C 3.420 -3.445 -3.144
C -0.277 7.352 10.697
C 2.256 2.485 4.716
C -2.729 -2.161 0.760
C 4.525 -5.308 -3.725
C -1.422 9.582 10.525
C -0.961 8.492 12.708
C -0.467 8.455 7.042
C -1.743 10.593 8.280
C 1.974 3.430 5.687
C 0.560 0.462 -0.894
C 1.324 0.507 0.259
C -1.459 -8.760 -10.737
C 0.995 1.396 1.275
C -3.288 -0.810 -1.599
C 2.017 -8.410 -5.936
C 0.113 6.343 12.840
C 0.391 -8.656 -12.234
C 0.133 4.249 4.375
C -0.466 7.443 13.464
C 0.207 6.297 11.460
C -4.109 -0.640 -0.493
C -3.047 0.306 -5.248
C -1.597 -1.116 -3.950
C -0.872 8.449 11.322
H -2.516 -2.691 1.679
H -2.510 -8.861 -10.522
H 2.578 -9.288 -6.238
H 2.553 -9.633 -8.493
H -3.934 0.922 -5.317
H 5.627 -3.449 -3.336
H 4.004 -7.793 -5.327
H -0.798 9.516 5.214
H 0.118 -1.895 -4.968
H 2.580 3.480 6.582
H -2.473 0.606 -7.287
H 0.822 -0.230 -1.684
H 3.005 -6.492 -6.020
H 0.772 -8.669 -13.245
H -1.041 -2.980 -0.284
H -1.144 1.259 -1.933
H -1.652 -8.901 -12.875
H 2.908 -7.582 -3.220
H -2.240 11.420 8.769
H 1.523 -6.768 -3.935
H 0.031 7.622 6.566
H 3.192 -2.435 -2.857
H 1.171 -6.804 -7.147
H 3.079 1.795 4.841
H -1.950 11.408 6.313
H 0.659 5.447 10.968
H -0.693 4.931 4.236
H -4.964 0.018 -0.559
H -0.438 -0.787 -7.108
H 0.243 -8.277 -7.144
H 2.179 -0.144 0.377
H 1.428 -4.402 -3.239
H -4.469 -1.180 1.546
H -1.415 9.348 13.186
H 0.493 5.522 13.434
H 1.263 -8.656 -5.196
H -0.533 7.480 14.543
H -0.855 -8.600 -8.693
H 5.253 -6.053 -3.972
H -1.726 2.847 -0.132
H 0.703 5.056 6.277
*
```

---

This record from the OMol25 dataset describes a single C14H25N3O6S molecule. The level of theory is ωB97M-V with the def2-TZVPD basis set.

Values from the calculation:
LUMO energy = 0.571 eV
HOMO energy = -9.163 eV
Frontier orbital gap = 9.73 eV
ΔE to the lowest compared entry with this formula, charge and spin = 0.00 kcal per mole
SMILES string = CCCN(CCC)C(=O)[C@@H]1OC(C(=O)O)=C[C@H](N)[C@H]1NS(C)(=O)=O

```
! RIJCOSX wB97M-V def2-TZVPD def2/J DEFGRID3
* xyz 0 1
S -2.298 -2.354 -2.165
O -1.157 -1.087 1.425
O 1.912 -0.198 -0.019
O -2.984 -1.084 -2.080
O 4.280 1.128 -0.029
O -1.827 -2.672 -3.508
O 5.159 -0.627 -1.193
N -0.790 1.066 0.836
N 0.863 -1.610 -3.599
N -1.041 -2.319 -1.021
C 0.076 -1.359 -1.234
C -2.158 1.466 1.278
C 1.189 2.357 1.485
C -2.265 2.044 2.688
C -0.410 -0.284 0.881
C 2.146 3.485 1.032
C 1.147 -1.951 -2.194
C 4.179 -0.019 -0.808
C 0.130 2.148 0.417
C -2.107 1.016 3.791
C -3.353 -3.647 -1.536
C 2.829 -0.579 -0.921
C 0.685 -0.969 0.118
C 2.512 -1.404 -1.955
H 2.739 3.084 0.189
H -1.506 -2.047 -0.139
H 1.737 1.431 1.709
H -2.259 1.490 4.789
H -2.897 0.689 1.211
H -3.232 2.496 2.842
H 5.240 1.339 0.040
H -1.490 2.818 2.809
H 3.296 -1.630 -2.666
H -0.377 -0.437 -1.661
H -2.789 -4.570 -1.584
H 1.670 4.424 0.725
H -4.272 -3.688 -2.129
H 2.805 3.737 1.850
H -0.429 3.088 0.304
H 0.948 -1.886 0.700
H -1.039 0.680 3.837
H 0.610 1.913 -0.553
H 1.169 -3.015 -2.038
H 1.619 -1.987 -4.178
H 0.661 2.585 2.395
H -0.038 -2.019 -3.863
H -2.767 0.202 3.660
H -2.525 2.192 0.557
H -3.588 -3.433 -0.494
*
```

---

This record from the OMol25 dataset describes a 3-piece molecular cluster, C33H59ClN2O8 overall. The level of theory is ωB97M-V with the def2-TZVPD basis set.

Values from the calculation:
LUMO energy = -1.279 eV
HOMO energy = -8.696 eV
Frontier orbital gap = 7.42 eV
SMILES string = CCCCCCCCCCC1=CC(=O)C(C[C@@H]2CO2)=C(CC(=O)Cl)C1=O.COCCNCCOC.COCCNCCOC

```
! RIJCOSX wB97M-V def2-TZVPD def2/J DEFGRID3
* xyz 0 1
Cl 4.129 6.567 2.019
O 2.314 1.026 1.067
O -4.314 -5.447 -3.120
O 4.957 3.183 8.136
O -1.005 3.567 0.217
O 3.723 5.447 -1.546
O 2.824 8.252 0.297
O 1.993 2.815 4.779
O -1.429 -8.845 -2.542
N 2.368 1.701 7.733
N -4.079 -7.735 -1.180
C 3.711 1.120 7.745
C 1.584 6.142 0.651
C -1.803 -7.827 -3.457
C 4.650 1.894 8.672
C 3.159 3.126 -3.488
C -2.816 -2.191 -3.528
C 2.230 2.037 0.311
C 2.546 1.927 -1.239
C 2.871 3.122 -1.920
C 1.511 1.232 6.645
C 1.986 1.453 5.199
C -5.254 -6.129 -3.937
C -1.344 -2.594 -4.016
C -4.679 -5.400 -1.740
C -1.747 2.680 1.359
C 2.070 4.678 0.178
C 1.457 1.275 -4.484
C 3.115 3.565 5.216
C -0.116 0.876 -4.360
C -0.669 3.961 1.622
C 0.882 3.459 2.187
C -3.227 -0.663 -3.784
C -2.633 1.491 -5.147
C -3.073 -8.670 -0.676
C -1.624 -8.515 -1.172
C 2.804 7.155 0.866
C 1.755 3.477 0.856
C 4.332 4.253 8.828
C -3.794 -6.327 -0.903
C -2.884 -0.093 -5.247
C 1.740 2.838 -4.229
C 2.963 4.527 -1.145
C -1.094 1.940 -5.043
H -3.413 -9.672 -0.960
H 4.029 2.967 5.251
H -3.235 1.891 -4.255
H 0.553 1.752 6.760
H 2.908 4.014 6.188
H 3.962 2.359 -3.738
H -3.559 -2.960 -3.938
H -4.495 -4.372 -1.411
H 4.454 4.154 9.912
H -1.128 -3.665 -3.656
H -6.277 -5.796 -3.732
H -0.185 -0.179 -4.817
H -3.040 1.957 -6.122
H -2.811 0.034 -2.974
H 3.271 4.320 8.580
H 5.599 1.350 8.720
H 3.472 4.187 -3.804
H -3.834 -0.229 -5.891
H 0.742 2.401 2.569
H -1.201 -7.530 -0.945
H 4.812 5.182 8.512
H 1.798 1.025 -5.558
H 1.308 0.167 6.793
H -4.379 -0.621 -3.683
H -0.694 2.263 -6.078
H 1.265 0.951 4.545
H 4.157 1.132 6.746
H 3.648 0.080 8.079
H 2.444 2.709 7.664
H 1.736 3.340 -5.267
H -0.507 -1.941 -3.598
H -1.017 -9.234 -0.611
H -1.604 -6.825 -3.070
H -1.223 -7.962 -4.373
H 0.792 6.539 -0.086
H -1.116 4.977 2.074
H -2.520 2.556 0.542
H 2.952 0.980 4.991
H -3.965 -6.129 0.159
H 0.902 3.228 -3.554
H -1.324 -2.652 -5.168
H -5.743 -5.607 -1.587
H -2.854 -7.936 -3.727
H 2.064 0.588 -3.796
H 1.038 6.089 1.668
H -2.050 -0.638 -5.795
H -2.829 -2.339 -2.380
H -5.020 -5.900 -4.979
H -3.080 -8.636 0.418
H -2.503 3.298 2.020
H 2.494 0.899 -1.717
H 1.184 4.220 2.974
H -5.183 -7.210 -3.805
H -0.423 0.775 -3.250
H -2.754 -6.080 -1.134
H 3.270 4.387 4.511
H 4.256 1.954 9.691
H -4.159 -7.866 -2.181
H -1.082 2.904 -4.406
*
```

---

This record from the OMol25 dataset describes C13H10BrN3S2 as an isolated structure. The level of theory is ωB97M-V with the def2-TZVPD basis set.

Values from the calculation:
LUMO energy = -0.903 eV
HOMO energy = -8.780 eV
Frontier orbital gap = 7.88 eV

```
! RIJCOSX wB97M-V def2-TZVPD def2/J DEFGRID3
* xyz 0 1
Br -3.867 1.296 5.335
S -2.139 2.559 3.182
S -1.140 -0.548 -2.204
N -0.108 1.056 -0.266
N 0.659 1.286 0.690
N 1.252 -0.726 -1.419
C -2.203 1.500 4.515
C -0.050 1.096 3.714
C 2.073 -2.798 -2.606
C 0.449 -3.754 -4.311
C -0.430 2.070 2.791
C 0.376 2.445 1.549
C -0.051 -1.799 -2.990
C 0.201 -0.011 -1.121
C -0.285 3.556 0.775
C -0.468 -2.717 -3.965
C 1.163 -1.818 -2.339
C -1.050 0.765 4.708
C 1.705 -3.766 -3.641
H 0.098 -4.623 -4.871
H 0.964 0.607 3.786
H -1.546 -2.788 -4.396
H 1.249 2.986 1.855
H 2.346 -4.642 -3.889
H -1.098 3.211 0.076
H -0.724 4.320 1.404
H 0.545 3.984 0.191
H 2.997 -2.747 -2.042
H -0.918 -0.002 5.489
*
```

---

This record from the OMol25 dataset describes a single C6H7NO2 molecule. The level of theory is ωB97M-V with the def2-TZVPD basis set.

Values from the calculation:
LUMO energy = 0.112 eV
HOMO energy = -9.792 eV
Frontier orbital gap = 9.90 eV
ΔE to the lowest compared entry with this formula, charge and spin = 67.78 kcal per mole
SMILES string = C#CC(=O)CCC(N)=O

```
! RIJCOSX wB97M-V def2-TZVPD def2/J DEFGRID3
* xyz 0 1
O -1.807 1.659 0.035
O 3.117 0.719 0.762
N 2.628 -0.857 -0.580
C -2.881 -0.403 0.091
C -0.373 -0.273 0.077
C 0.817 0.669 0.138
C -1.696 0.452 0.073
C -3.853 -1.124 0.092
C 2.168 0.015 0.332
H 0.705 1.385 0.965
H 0.870 1.268 -0.782
H 2.106 -1.717 -0.678
H -0.396 -0.970 0.931
H -0.357 -0.901 -0.829
H -4.705 -1.780 0.030
H 3.716 -0.532 -0.606
*
```

---

This record from the OMol25 dataset describes a 27-piece molecular cluster, H54O27 overall. The level of theory is ωB97M-V with the def2-TZVPD basis set.

Values from the calculation:
LUMO energy = -0.873 eV
HOMO energy = -8.732 eV
Frontier orbital gap = 7.86 eV
ΔE to the lowest compared entry with this formula, charge and spin = 94.60 kcal per mole

```
! RIJCOSX wB97M-V def2-TZVPD def2/J DEFGRID3
* xyz 0 1
O 1.046 2.766 1.873
O 0.259 0.403 0.464
O 1.651 5.216 1.218
O 0.863 -1.685 -1.747
O -1.599 -2.834 -2.065
O -2.770 -1.440 0.934
O -4.413 -3.464 0.829
O 0.268 -3.851 0.610
O -3.303 4.915 0.529
O 4.406 2.884 -2.407
O 0.158 2.460 5.621
O 3.459 0.888 -3.868
O -0.059 0.495 -3.679
O -4.568 1.978 -1.100
O 3.286 -1.548 2.098
O -1.005 -2.538 2.862
O 2.697 -3.428 -3.683
O -2.477 2.178 3.045
O 1.604 3.164 -3.899
O -0.523 0.564 3.367
O -2.299 1.204 0.333
O 2.951 -3.085 -0.582
O -3.991 0.107 -2.748
O -0.031 -5.950 -1.086
O 0.804 -1.174 4.856
O -0.877 6.110 0.563
O 4.616 -1.573 -2.481
H 4.590 -1.243 -1.583
H 1.323 -1.842 -0.923
H 0.898 2.063 1.241
H 3.794 -2.740 -0.877
H 5.456 -2.027 -2.546
H 0.751 5.470 1.012
H -0.705 -2.560 -2.272
H 4.351 2.200 -3.075
H -1.570 -3.060 -1.135
H -3.500 0.335 -3.537
H -3.146 2.166 3.730
H -4.233 -4.177 0.217
H 1.939 2.778 -4.708
H -1.694 5.624 0.451
H -0.579 0.826 0.275
H -3.646 -0.748 -2.490
H 3.574 -0.007 -3.550
H -1.741 -2.119 2.416
H -0.761 0.061 -4.164
H -3.626 -1.234 1.309
H 0.887 2.360 2.725
H 3.059 -4.036 -0.608
H 3.427 -3.835 -4.150
H 1.081 2.468 -3.500
H -0.680 0.264 2.472
H -3.635 -2.908 0.785
H 1.624 4.261 1.270
H 0.002 -3.437 1.431
H 0.533 -1.938 5.364
H 3.498 3.031 -2.139
H 0.232 -0.415 -0.032
H -5.350 2.369 -1.491
H -0.117 1.626 5.241
H 3.061 -1.870 1.225
H 0.306 -0.190 -3.120
H 1.716 -1.029 5.108
H -4.185 1.455 -1.803
H 2.517 -1.050 2.376
H -2.510 -0.641 0.475
H 0.675 2.216 6.389
H -1.794 1.590 3.367
H 1.295 -2.263 -2.377
H 1.222 -3.903 0.665
H -0.077 -0.169 3.791
H -2.987 1.611 -0.192
H -1.365 -2.825 3.701
H -0.168 -5.217 -0.485
H -4.000 5.566 0.612
H 3.182 0.786 -4.778
H 0.918 -5.986 -1.208
H -2.378 1.615 1.194
H -3.729 4.158 0.128
H -0.848 6.318 1.497
H 2.956 -2.512 -3.585
*
```

---

This record from the OMol25 dataset describes a 2-piece molecular cluster, C14H16O2 overall. The level of theory is ωB97M-V with the def2-TZVPD basis set.

Values from the calculation:
LUMO energy = 0.696 eV
HOMO energy = -8.373 eV
Frontier orbital gap = 9.07 eV
ΔE to the lowest compared entry with this formula, charge and spin = 78.69 kcal per mole
SMILES string = Cc1ccc(O)cc1.Cc1ccc(O)cc1

```
! RIJCOSX wB97M-V def2-TZVPD def2/J DEFGRID3
* xyz 0 1
O -2.333 -1.084 -1.937
O 4.102 -0.742 2.940
C 3.517 -2.181 1.153
C -2.324 0.184 -1.543
C -1.207 2.076 -0.542
C 1.756 -1.619 -0.377
C 3.219 -1.001 1.903
C 1.421 -0.473 0.378
C 2.228 -0.136 1.522
C 0.587 -2.157 -1.216
C -2.466 2.559 -0.236
C -3.572 0.540 -1.087
C 2.724 -2.525 -0.015
C -1.142 0.842 -1.264
C -2.585 3.796 0.532
C -3.654 1.795 -0.490
H 0.418 -3.262 -1.146
H 3.829 0.075 3.480
H -0.340 2.594 -0.019
H -4.533 -0.036 -1.286
H -2.881 3.518 1.455
H -3.319 4.585 0.231
H 2.774 -3.403 -0.649
H -1.490 -1.081 -2.482
H -0.459 -1.730 -0.836
H 0.660 0.287 0.174
H -0.196 0.240 -1.355
H 2.059 0.637 2.165
H -4.547 2.220 0.133
H 4.140 -2.957 1.480
H 0.392 -1.785 -2.156
H -1.682 4.503 0.486
*
```

---

- Which formula does entry 2 have?
  C4H10N3O2

---

Copy entry 7 word for word.
This record from the OMol25 dataset describes a single C6H7NO2 molecule. The level of theory is ωB97M-V with the def2-TZVPD basis set.

Values from the calculation:
LUMO energy = 0.112 eV
HOMO energy = -9.792 eV
Frontier orbital gap = 9.90 eV
ΔE to the lowest compared entry with this formula, charge and spin = 67.78 kcal per mole
SMILES string = C#CC(=O)CCC(N)=O

```
! RIJCOSX wB97M-V def2-TZVPD def2/J DEFGRID3
* xyz 0 1
O -1.807 1.659 0.035
O 3.117 0.719 0.762
N 2.628 -0.857 -0.580
C -2.881 -0.403 0.091
C -0.373 -0.273 0.077
C 0.817 0.669 0.138
C -1.696 0.452 0.073
C -3.853 -1.124 0.092
C 2.168 0.015 0.332
H 0.705 1.385 0.965
H 0.870 1.268 -0.782
H 2.106 -1.717 -0.678
H -0.396 -0.970 0.931
H -0.357 -0.901 -0.829
H -4.705 -1.780 0.030
H 3.716 -0.532 -0.606
*
```